[1]
{"formula": "C45H42F5IN3P2SY", "method": "wB97M-V/def2-TZVPD", "species": ["Y", "C", "C", "P", "C", "C", "C", "C", "C", "C", "C", "C", "C", "C", "C", "C", "C", "P", "C", "C", "C", "C", "C", "C", "C", "C", "C", "C", "C", "C", "H", "H", "H", "H", "H", "H", "H", "H", "H", "H", "H", "H", "H", "H", "H", "H", "H", "H", "H", "H", "H", "H", "H", "H", "H", "H", "F", "C", "C", "F", "C", "F", "C", "S", "C", "F", "C", "F", "I", "C", "C", "N", "N", "C", "H", "H", "H", "C", "N", "C", "C", "C", "C", "C", "C", "C", "C", "H", "H", "H", "H", "H", "H", "H", "H", "H", "H", "H", "H", "H"], "coordinates": [[0.3507, -0.0871, -0.4615], [-0.2063, -3.0780, 2.4302], [0.5394, -2.0269, 3.2592], [0.2569, -0.2641, 2.7919], [-1.2000, 0.2287, 3.7988], [-1.4173, 1.5831, 4.0701], [-2.5491, 1.9996, 4.7570], [-3.4814, 1.0692, 5.1943], [-3.2629, -0.2796, 4.9571], [-2.1337, -0.6963, 4.2642], [1.5886, 0.6380, 3.6372], [1.8825, 1.9333, 3.2142], [2.8291, 2.6972, 3.8782], [3.5036, 2.1646, 4.9670], [3.2241, 0.8740, 5.3926], [2.2668, 0.1145, 4.7370], [0.1923, -3.0592, 0.9475], [-1.0765, -3.1542, -0.4085], [-2.1192, -1.6406, -0.2467], [-2.6011, -1.1158, -1.4611], [-3.5888, -0.1398, -1.4774], [-4.0933, 0.3570, -0.2845], [-3.6055, -0.1181, 0.9265], [-2.6392, -1.1120, 0.9430], [-2.1661, -4.4526, 0.2652], [-1.5851, -5.6993, 0.5051], [-2.3488, -6.7444, 0.9973], [-3.7053, -6.5624, 1.2336], [-4.2931, -5.3352, 0.9727], [-3.5286, -4.2797, 0.4908], [-1.2849, -2.9916, 2.5435], [0.0362, -4.0579, 2.8432], [1.6164, -2.1835, 3.1456], [0.3129, -2.1506, 4.3200], [-0.6692, 2.3199, 3.7952], [-2.6875, 3.0504, 4.9768], [-4.3589, 1.3909, 5.7385], [-3.9666, -1.0157, 5.3232], [-1.9806, -1.7584, 4.1202], [1.3727, 2.3541, 2.3538], [3.0485, 3.7008, 3.5391], [4.2490, 2.7541, 5.4837], [3.7481, 0.4583, 6.2427], [2.0530, -0.8823, 5.0986], [0.8476, -3.9048, 0.7204], [0.8726, -2.2142, 0.7601], [-2.2354, -1.5222, -2.3971], [-3.9727, 0.2201, -2.4234], [-4.8746, 1.1065, -0.2978], [-3.9992, 0.2565, 1.8644], [-2.3348, -1.5141, 1.8949], [-0.5326, -5.8648, 0.3003], [-1.8878, -7.7048, 1.1850], [-4.3032, -7.3814, 1.6099], [-5.3526, -5.1950, 1.1408], [-4.0090, -3.3321, 0.2855], [5.5915, -1.1046, -4.3027], [4.9183, -0.5410, -3.3130], [5.0858, 0.8039, -3.0219], [5.9196, 1.5403, -3.7502], [4.3656, 1.3933, -1.9973], [4.5436, 2.7042, -1.7738], [3.4381, 0.6884, -1.2384], [2.4595, 1.4480, 0.0051], [3.3215, -0.6508, -1.5616], [2.3819, -1.4000, -0.8770], [4.0185, -1.2839, -2.5663], [3.8110, -2.5660, -2.8316], [-3.3452, 4.9394, -1.8687], [-2.3845, 3.5423, -0.7069], [-2.3331, 3.4606, 0.6714], [-1.5901, 2.3885, 0.9727], [-1.1519, 1.7554, -0.1270], [-1.6373, 2.4525, -1.1544], [-2.7716, 4.0785, 1.4374], [-1.4362, 1.9932, 1.8934], [-1.4470, 2.1228, -2.1629], [3.2042, 3.6240, -4.6211], [1.7939, 3.7975, -4.1457], [0.8345, 4.1193, -5.2468], [1.3038, 2.7204, -3.2042], [1.0948, 1.3077, -3.7134], [1.4128, 0.8606, -4.9877], [1.2553, -0.4799, -5.3420], [0.7871, -1.3860, -4.4152], [0.4720, -0.9154, -3.1409], [0.5973, 0.4130, -2.7416], [3.4735, 4.4970, -5.2104], [3.2846, 2.7293, -5.2253], [3.8511, 3.5470, -3.7519], [1.8197, 4.6305, -3.5567], [0.7747, 3.2874, -5.9369], [1.1876, 5.0083, -5.7630], [-0.1429, 4.3057, -4.8080], [0.3687, 3.1132, -2.8049], [2.0123, 2.7050, -2.3735], [1.7995, 1.5205, -5.7510], [1.5138, -0.8010, -6.3421], [0.6762, -2.4323, -4.6676], [0.1271, -1.6883, -2.4347]], "lowdin_charge": [1.252, -0.272, -0.337, 1.030, -0.361, -0.128, -0.060, -0.059, -0.054, -0.102, -0.386, -0.180, -0.062, -0.056, -0.056, -0.073, -0.377, 1.059, -0.471, -0.126, -0.059, -0.053, -0.056, -0.119, -0.381, -0.105, -0.062, -0.062, -0.063, -0.081, 0.074, 0.123, 0.099, 0.093, 0.097, 0.115, 0.116, 0.118, 0.095, 0.052, 0.113, 0.115, 0.115, 0.101, 0.087, 0.003, 0.100, 0.123, 0.122, 0.117, 0.065, 0.106, 0.114, 0.114, 0.112, 0.100, 0.160, -0.128, -0.135, 0.142, -0.245, 0.074, -0.538, 0.662, -0.216, -0.036, -0.140, 0.152, 0.931, -0.765, -0.100, 0.029, -0.075, -0.224, 0.137, 0.093, 0.099, 0.039, -0.160, 0.033, -0.082, -0.222, -0.043, -0.048, -0.054, -0.195, -0.220, 0.116, 0.095, 0.092, 0.182, 0.095, 0.113, 0.109, 0.111, 0.083, 0.088, 0.119, 0.120, 0.029], "gap_ev": 8.18, "max_force_ev_per_a": 0.2, "energy_ha": -3820.03598, "homo_energy_ev": -12.8752, "charge": 2}

=====

[2]
{"formula": "C11H82NO29", "method": "wB97M-V/def2-TZVPD", "species": ["C", "C", "C", "C", "N", "C", "C", "C", "C", "C", "C", "C", "H", "H", "H", "H", "H", "H", "H", "H", "H", "H", "H", "H", "H", "H", "H", "H", "H", "H", "H", "H", "H", "H", "H", "H", "O", "H", "H", "O", "H", "H", "O", "H", "H", "O", "H", "H", "O", "H", "H", "O", "H", "H", "O", "H", "H", "O", "H", "H", "O", "H", "H", "O", "H", "H", "O", "H", "H", "O", "H", "H", "O", "H", "H", "O", "H", "H", "O", "H", "H", "O", "H", "H", "O", "H", "H", "O", "H", "H", "O", "H", "H", "O", "H", "H", "O", "H", "H", "O", "H", "H", "O", "H", "H", "O", "H", "H", "O", "H", "H", "O", "H", "H", "O", "H", "H", "O", "H", "H", "O", "H", "H"], "coordinates": [[-4.1005, -0.9149, 1.1107], [-3.4075, 0.4141, 1.3077], [-2.0415, 0.5641, 0.5347], [-0.8295, -0.1759, 1.0577], [0.5435, -0.1139, 0.4657], [1.4075, -1.0759, 1.1977], [2.6315, -0.4479, 1.4987], [2.1975, 1.0171, 1.8187], [1.1705, 1.2051, 0.7787], [0.4375, -0.3629, -1.0513], [1.8985, -0.5599, -1.7513], [2.0295, -1.0749, -3.2073], [-4.4835, -1.0629, 0.0587], [-5.0655, -1.0709, 1.6057], [-3.5225, -1.8009, 1.4817], [-3.4895, 0.8011, 2.3477], [-3.8755, 1.3121, 0.8917], [-1.8665, 1.4501, 0.5327], [-2.3495, 0.3001, -0.5813], [-1.1825, -1.1739, 1.0187], [-0.6745, -0.0709, 2.2217], [1.3835, -2.0629, 0.8827], [1.0165, -1.4049, 2.0197], [3.3335, -0.2839, 0.6467], [3.2165, -1.0499, 2.2147], [2.8785, 1.7311, 1.6227], [1.6875, 0.9261, 2.8937], [1.5565, 1.8441, -0.3053], [0.3095, 1.5831, 1.3637], [0.0265, 0.4101, -1.7623], [0.1135, -1.2909, -1.1393], [2.1455, -1.1479, -1.2073], [2.7005, 0.1671, -1.4623], [1.9665, -2.1749, -3.1123], [2.8095, -0.5869, -3.7943], [1.1135, -0.7819, -3.7983], [-2.7735, -3.0869, -0.7103], [-3.3255, -2.6749, -1.5203], [-3.4605, -3.7649, -0.4903], [-2.1255, 4.1711, -0.7843], [-2.2395, 4.9451, -1.2643], [-1.8395, 3.4351, -1.3343], [-1.4935, 1.0471, 5.3957], [-2.3905, 0.8441, 4.9267], [-1.7255, 1.8811, 5.7367], [-6.7125, -2.7849, 1.7037], [-5.9605, -3.3569, 1.3067], [-6.6795, -3.0719, 2.6587], [6.0695, 0.0361, 1.5517], [6.9205, -0.2389, 1.2397], [5.7155, 0.5611, 0.7147], [2.8265, 2.1891, -3.7983], [2.2655, 2.3541, -3.0563], [2.3755, 2.0561, -4.5883], [0.3995, 2.9831, -2.2323], [-0.3805, 2.6841, -2.5503], [0.3505, 4.0531, -2.2313], [-4.7005, 0.8521, -2.3673], [-4.9085, 1.5711, -3.0603], [-4.8895, 1.2281, -1.6253], [-3.4595, -1.5479, -2.8313], [-3.0225, -1.6819, -3.7133], [-3.8085, -0.7189, -2.8733], [5.1225, 1.5041, -0.6273], [5.8835, 1.8521, -1.1263], [4.6305, 2.3341, -0.3523], [3.8415, 3.8061, 0.1357], [3.7485, 3.7971, 1.1067], [3.6255, 4.5801, -0.3553], [-4.4515, 3.8561, 0.6347], [-5.1025, 3.3181, 0.3017], [-3.5995, 3.7891, -0.0183], [2.2515, -0.1539, 5.4687], [1.3985, -0.6419, 5.5907], [2.8985, -0.6499, 4.8957], [-6.5135, 1.8931, -0.3583], [-6.9275, 1.1751, 0.1607], [-7.2795, 2.4551, -0.6833], [-0.6765, -4.1099, 1.1067], [-1.3625, -3.8059, 0.4947], [-0.9585, -4.1239, 2.0327], [0.8295, 1.5831, -5.7043], [0.1185, 2.2651, -5.5573], [0.3655, 0.8471, -6.1843], [5.2535, 1.1101, -4.1553], [4.3335, 1.6511, -4.1133], [5.5025, 0.6931, -4.9923], [-2.1525, 1.9411, -2.6813], [-2.9205, 1.4811, -2.5333], [-2.3995, 2.2961, -3.5883], [3.5265, -4.1859, -2.5913], [3.5315, -3.5049, -3.3993], [4.0095, -3.7539, -1.7683], [1.9095, -3.8499, 3.4697], [1.0395, -3.4989, 3.3707], [2.5925, -3.0489, 3.5577], [-0.4245, 4.3321, 1.4807], [-0.7685, 4.2471, 2.2387], [-1.1585, 4.2591, 1.0897], [-7.4855, -0.1779, 1.0977], [-7.1775, -0.8889, 1.5807], [-8.5115, -0.2829, 0.8517], [5.4015, -2.6219, 2.0547], [5.8145, -1.7609, 1.9207], [6.1005, -3.2439, 2.0317], [-1.6145, -1.7729, -4.9883], [-1.0365, -2.2569, -4.4283], [-1.1005, -1.3849, -5.7763], [-0.4105, -3.9699, -3.5163], [-0.0185, -4.6869, -3.9873], [0.2925, -4.0859, -2.9823], [-3.6725, -0.7489, 4.9757], [-3.9835, -0.7409, 5.8977], [-4.3835, -0.7659, 4.5297], [5.8555, -0.9329, -1.9193], [6.4395, -0.7849, -2.6173], [5.5175, -0.0339, -1.7043], [2.9615, 2.4791, 4.6337], [2.4425, 1.8231, 4.9047], [3.7595, 2.0271, 4.3577], [3.9075, -2.3549, 4.6357], [4.1485, -2.6849, 5.4847], [4.3195, -2.8839, 4.0147]], "lowdin_charge": [-0.112, -0.196, -0.133, -0.106, -0.152, -0.164, -0.132, -0.116, -0.106, 0.003, -0.156, -0.036, 0.091, 0.028, 0.082, 0.116, 0.080, -0.015, 0.156, 0.102, 0.191, 0.139, 0.069, 0.121, 0.121, 0.055, 0.162, 0.214, 0.116, 0.137, 0.081, -0.079, 0.121, 0.051, 0.068, 0.068, -0.148, 0.070, 0.057, -0.006, 0.048, 0.019, -0.086, 0.048, -0.005, -0.100, 0.102, 0.084, -0.100, 0.029, 0.054, -0.010, 0.016, -0.016, -0.054, -0.089, 0.164, 0.014, 0.142, -0.085, -0.029, 0.052, -0.059, -0.090, 0.088, 0.036, -0.023, 0.086, 0.056, -0.096, -0.088, 0.059, -0.084, 0.072, 0.031, -0.082, -0.002, 0.097, -0.058, -0.015, 0.039, -0.072, 0.074, 0.069, -0.143, 0.048, 0.026, -0.034, -0.053, 0.118, -0.169, 0.085, 0.096, -0.088, -0.015, 0.058, 0.127, -0.055, -0.107, -0.070, -0.056, 0.157, -0.037, -0.007, 0.026, -0.069, -0.027, 0.095, 0.024, 0.059, -0.024, 0.035, 0.090, -0.084, -0.051, -0.011, -0.007, -0.007, -0.092, 0.041, -0.015, 0.072, -0.013], "gap_ev": 9.48, "max_force_ev_per_a": 18.5, "energy_ha": -2704.33426, "homo_energy_ev": -12.2746, "charge": 1}